P.
Computed, not measured: a 2-piece molecular cluster, C3H10N3 overall, with the ωB97M-V functional and the def2-TZVPD basis.

Last column: Löwdin charge in e.
Geometry (Å):
C (0.23549, -1.62190, 0.58329)  0.019
C (-0.24681, 1.45517, -0.47488)  -0.251
C (0.10014, 0.25095, -1.20892)  -0.127
N (-0.16685, -1.59984, 1.81525)  0.048
N (1.31319, -0.07315, -1.67530)  0.140
N (-0.97669, 1.10851, 0.74526)  -0.022
H (0.93165, -2.35544, 0.14218)  0.053
H (0.67408, 1.82654, -0.03687)  0.127
H (-0.91442, 2.11822, -1.10229)  0.158
H (-0.75231, -0.23960, -1.76478)  0.155
H (-0.07793, -2.33082, 2.48540)  0.101
H (1.46686, -0.95826, -2.21974)  0.165
H (2.05712, 0.48518, -1.32290)  0.117
H (-1.81388, 0.82469, 0.32728)  0.051
H (-1.14296, 1.87958, 1.47289)  0.139
H (-0.68667, -0.76981, 2.23413)  0.126

Net charge   +1
E_HOMO   -0.453 Ha
Spin multiplicity   1

Q.
Computed, not measured: a 2-piece molecular cluster, C3H10N3 overall, with the ωB97M-V functional and the def2-TZVPD basis.

Last column: Löwdin charge in e.
Geometry (Å):
C (0.78611, 0.19229, -0.31603)  -0.363
C (0.02333, -0.52965, 0.70822)  -0.150
C (-1.20217, -1.00970, -1.53007)  -0.046
N (-0.51517, -0.11755, -0.61309)  -0.048
N (1.27007, 1.53223, -0.15153)  0.076
N (-0.44610, 0.32635, 1.93198)  0.229
H (2.30271, -0.95469, -1.19198)  0.182
H (0.25395, -1.48982, 0.84285)  0.104
H (-0.60511, -1.30316, -2.49222)  0.131
H (-1.50362, -1.89747, -0.97548)  0.086
H (-2.08008, -0.48697, -1.92169)  0.083
H (2.27479, 1.53797, -0.17512)  0.077
H (-1.33493, 0.18395, 2.43351)  0.168
H (-0.54356, 1.36442, 1.60194)  0.200
H (0.22583, 0.40793, 2.70725)  0.168
H (1.09395, 2.24386, -0.85855)  0.104

Net charge   +1
E_HOMO (spin up / spin down)   -0.481 / -0.460 Ha
Spin multiplicity   1

R.
Computed, not measured: an isolated ion of composition C3H10N3 and charge +1, with the ωB97M-V functional and the def2-TZVPD basis.

Last column: Löwdin charge in e.
Geometry (Å):
C (-1.90852, -0.32657, 0.54101)  -0.063
N (-0.69952, -0.14289, 1.35521)  0.043
C (0.45996, -0.05483, 0.66933)  -0.172
N (1.63177, 0.20817, 1.32965)  0.146
C (0.26443, 0.14964, -1.10330)  -0.162
N (1.13569, 0.44148, -2.20889)  0.022
H (-2.67768, -0.86828, 1.16477)  0.122
H (-2.43082, 0.42010, 0.00787)  0.081
H (-1.62789, -1.09062, -0.25877)  0.100
H (-0.73079, -0.15462, 2.31785)  0.123
H (1.63557, 0.07230, 2.38986)  0.162
H (2.47142, 0.01514, 0.70142)  0.154
H (-0.35367, -0.69904, -1.36986)  0.084
H (-0.45996, 0.96926, -0.87762)  0.116
H (1.52885, 1.43753, -2.27167)  0.134
H (1.76116, -0.37678, -2.38686)  0.109

Net charge   +1
E_HOMO   -0.515 Ha
Structure (SMILES)   C/[NH+]=C(/N)CN
Spin multiplicity   1

S.
Computed, not measured: a 2-piece molecular cluster, C3H10N3 overall, with the ωB97M-V functional and the def2-TZVPD basis.

Last column: Löwdin charge in e.
Geometry (Å):
N (2.10255, -1.23060, -1.19756)  0.136
C (0.79561, -1.01661, -0.75512)  -0.445
N (0.16416, 0.07312, -1.11257)  0.238
N (0.16895, -1.96429, -0.04985)  0.231
H (2.77769, -1.30546, -0.43651)  0.123
H (2.19253, -2.13146, -1.65613)  0.114
H (-0.54975, 0.47121, -0.48112)  0.079
H (0.64857, 0.72358, -1.72029)  0.150
H (-0.77777, -1.75406, 0.22847)  0.138
H (0.76438, -2.69633, 0.28822)  0.136
C (-1.84059, 1.87961, 0.66073)  -0.085
C (-0.89464, 1.70285, 1.58139)  -0.067
H (-1.78211, 2.68774, -0.05770)  0.066
H (-2.74342, 1.28070, 0.69414)  0.065
H (-0.09260, 2.41306, 1.74209)  0.064
H (-0.93357, 0.86692, 2.27181)  0.058

Net charge   +1
E_HOMO   -0.521 Ha
Spin multiplicity   1

The winner here is S, beating the second structure by 0.0453 hartree.

P.
Computed, not measured: a 2-piece molecular cluster, C3H10N3 overall, with the ωB97M-V functional and the def2-TZVPD basis.

Last column: Löwdin charge in e.
Geometry (Å):
C (0.83703, -1.79036, 0.99910)  0.001
C (1.76909, 0.39425, 0.46038)  0.168
N (1.81477, -0.88802, 0.40151)  -0.003
H (1.17381, -2.81326, 0.87242)  0.107
H (-0.12127, -1.64559, 0.49460)  0.100
H (0.72121, -1.54334, 2.04907)  0.111
H (0.79621, 0.78940, 0.74662)  0.103
H (2.52577, 0.96682, -0.05794)  0.128
H (2.50533, -1.22962, -0.26221)  0.176
N (-2.19203, 1.62564, -0.01264)  0.087
C (-1.69852, 0.80569, -0.97293)  -0.387
N (-0.53724, 0.97046, -1.49962)  0.046
H (-1.63138, 2.45399, 0.12613)  0.101
H (-3.18902, 1.72518, 0.05026)  0.099
H (-2.37344, -0.00054, -1.26882)  0.125
H (-0.40031, 0.17932, -2.12593)  0.038

Net charge   +1
E_HOMO   -0.482 Ha
Spin multiplicity   1

Q.
Computed, not measured: an isolated ion of composition C3H10N3 and charge +1, with the ωB97M-V functional and the def2-TZVPD basis.

Last column: Löwdin charge in e.
Geometry (Å):
H (1.71974, 1.92787, 0.02086)  -0.003
N (1.90428, 1.00923, -0.04706)  0.198
C (0.93133, 0.12772, 0.03752)  -0.376
C (1.32797, -1.33607, 0.11063)  -0.043
N (-0.47920, 0.34357, 0.23523)  -0.130
C (-1.00112, 1.67963, 0.02072)  -0.023
N (-1.31584, -0.81309, -0.13185)  0.208
H (1.36609, -1.86843, -0.91687)  0.126
H (2.40875, -1.36591, 0.36585)  0.107
H (0.66982, -1.92222, 0.80901)  0.089
H (-0.93661, 2.04773, -0.98279)  0.087
H (-2.05168, 1.68488, 0.36535)  0.107
H (-0.20970, 2.27394, 0.59341)  0.125
H (-1.55447, -0.98369, -1.09034)  0.173
H (-2.03471, -1.12511, 0.59399)  0.226
H (-0.74464, -1.68004, 0.01635)  0.130

Net charge   +1
E_HOMO   -0.518 Ha
Structure (SMILES)   [H]/N=C(/C)N(C)[NH3+]
Spin multiplicity   1

The winner here is P, beating the second structure by 0.0762 hartree.

P.
Computed, not measured: C3H10N3 as an isolated structure, with the ωB97M-V functional and the def2-TZVPD basis.

Last column: Löwdin charge in e.
Geometry (Å):
C (1.60951, 0.34850, 0.32265)  -0.065
C (-1.10777, -1.15835, 0.67514)  0.012
C (-1.66734, 1.27156, 0.38398)  0.012
N (0.45943, 0.37864, 0.05343)  0.076
N (2.78546, 0.11058, -0.23872)  0.171
N (-0.79830, 0.16341, 0.14336)  -0.214
H (0.86182, -0.67719, -2.58452)  0.104
H (-1.83160, -1.75620, 0.15511)  0.098
H (-0.17897, -1.64417, 0.92858)  0.097
H (-1.67806, -0.98339, 1.59756)  0.105
H (-1.53632, 1.45993, 1.46666)  0.124
H (-1.19323, 1.98428, -0.17584)  0.068
H (-2.71030, 1.14881, 0.01302)  0.132
H (2.76395, -0.29778, -1.20383)  0.126
H (3.62415, 0.25110, 0.26641)  0.111
H (0.59757, -0.59974, -1.80299)  0.045

Net charge   +1
E_HOMO   -0.525 Ha
Spin multiplicity   1

Q.
Computed, not measured: a 2-piece molecular cluster, C3H10N3 overall, with the ωB97M-V functional and the def2-TZVPD basis.

Last column: Löwdin charge in e.
Geometry (Å):
C (-1.87478, 0.86522, 0.42108)  -0.077
C (-0.86624, 0.17490, -0.49749)  -0.292
C (-0.05005, -0.94473, -0.16532)  -0.126
N (0.58380, -1.56117, -1.11816)  0.164
N (1.77816, 0.18199, 0.90055)  0.051
N (-0.60896, 1.45318, 0.18801)  0.030
H (-2.77584, 1.31077, -0.04012)  0.141
H (-1.83973, 0.37948, 1.36419)  0.104
H (-1.15802, 0.17473, -1.59104)  0.166
H (-0.17745, -1.26238, 0.94793)  0.184
H (0.68625, -1.00076, -2.02702)  0.184
H (0.89417, -2.56336, -1.12134)  0.173
H (1.79209, 1.13304, 1.32144)  0.077
H (1.64419, -0.52575, 1.61806)  0.046
H (-0.61523, 2.18012, -0.51304)  0.117
H (2.58762, 0.00473, 0.31228)  0.057

Net charge   +1
E_HOMO   -0.513 Ha
Spin multiplicity   1

The winner here is Q, beating the second structure by 0.0739 hartree.

P.
Computed, not measured: one molecule with the formula C5H9NO3S, with the ωB97M-V functional and the def2-TZVPD basis.

Last column: Löwdin charge in e.
Geometry (Å):
C (1.99491, 1.65754, 0.06468)  -0.136
S (1.51908, -0.04436, -0.35247)  0.648
N (0.88510, -0.12607, -1.74728)  -0.213
O (2.66936, -0.90479, -0.22478)  -0.361
C (0.18036, -0.48695, 0.96845)  -0.187
C (-0.78905, -1.50315, 0.25382)  -0.152
C (-1.91083, -0.79706, -0.44603)  -0.145
O (-3.18679, -0.70488, 0.29532)  0.152
C (-2.54545, 0.39201, 0.08912)  -0.524
O (-2.52979, 1.53513, 0.32407)  0.169
H (1.26138, 2.04325, 0.74167)  0.042
H (2.08826, 2.16420, -0.90379)  0.070
H (2.96941, 1.61872, 0.55394)  0.067
H (0.42487, 0.76139, -1.77189)  -0.005
H (-0.21227, 0.51453, 1.33493)  0.102
H (0.72908, -1.07059, 1.70603)  0.086
H (-0.04916, -1.87894, -0.46852)  0.098
H (-1.24875, -2.11067, 1.03697)  0.132
H (-2.24973, -1.05930, -1.45424)  0.157

E_HOMO   -0.356 Ha
Structure (SMILES)   C[S@@](=N)(=O)CC[C@H]1OC1=O
Spin multiplicity   1

Q.
Computed, not measured: one molecule with the formula C5H9NO3S, with the ωB97M-V functional and the def2-TZVPD basis.

Last column: Löwdin charge in e.
Geometry (Å):
C (0.46531, 1.51296, -0.25878)  -0.046
C (0.49158, -0.00695, 0.01751)  -0.415
C (-0.78078, -0.86123, 0.03727)  -0.325
O (-0.85496, -2.06226, 0.14304)  0.087
S (-2.35672, 0.19260, 0.06443)  0.679
N (-3.32955, -1.16126, -0.37424)  -0.079
O (-2.67265, 0.53411, 1.43015)  -0.293
O (-2.49359, 1.12038, -1.04565)  -0.306
C (1.55838, -0.74655, -0.71298)  -0.110
C (1.76185, -0.51505, 0.70398)  -0.067
H (1.60137, 1.80123, -0.37387)  0.120
H (0.03755, 2.07062, 0.59250)  0.083
H (-0.11803, 1.75632, -1.22890)  0.101
H (-2.79813, -1.81137, -0.91728)  0.040
H (-3.66442, -1.65306, 0.44433)  0.064
H (2.09211, -0.34388, -1.58469)  0.132
H (1.29003, -1.78026, -0.87806)  0.106
H (1.61680, -1.23225, 1.53197)  0.130
H (2.30094, 0.33321, 1.07124)  0.097

E_HOMO   -0.374 Ha
Structure (SMILES)   CC1(C(=O)S(N)(=O)=O)CC1
Spin multiplicity   1

The winner here is Q, beating the second structure by 0.0568 hartree.